ORCA calculation (wB97M-V/def2-TZVPD) on the molecule C4H6NO2PS3 in a non-equilibrium geometry.

The geometry in ORCA input format:
```
! RIJCOSX wB97M-V def2-TZVPD def2/J DEFGRID3
* xyz 0 1
C -2.25 -0.43 0.00
C -2.11 1.00 -0.01
C -1.00 -0.90 0.02
C -0.79 1.28 -0.12
N -0.05 0.09 -0.08
O -0.42 -2.10 0.28
O -0.29 2.45 -0.47
P 1.67 -0.25 0.05
S 2.84 1.55 0.27
S 2.08 -1.25 -1.79
S 1.83 -1.52 1.81
H -3.15 -0.84 0.02
H -2.90 1.81 -0.03
H -1.19 -2.69 0.38
H 0.49 2.86 0.02
H 2.28 -0.21 -2.39
H 2.96 -0.85 2.04
*
```

## Properties
relative energy (zero: lowest compared OMol25 entry of this formula, charge and spin)	14.1	kcal per mole
E_tot	-1897.15355	a.u.
structure (SMILES)	Oc1ccc(O)n1P(=S)(S)S

Charges computed using Mulliken, reported in e:
1 C -0.7951
2 C -0.4411
3 C 0.2684
4 C 0.2179
5 N 0.1729
6 O -0.4697
7 O -0.5093
8 P 0.4422
9 S -0.4179
10 S -0.1911
11 S -0.2077
12 H 0.6015
13 H 0.3323
14 H 0.3159
15 H 0.3229
16 H 0.1702
17 H 0.1877

ORCA calculation (wB97M-V/def2-TZVPD) on the molecule C15H19ClN2O in a non-equilibrium geometry.

The geometry in ORCA input format:
```
! RIJCOSX wB97M-V def2-TZVPD def2/J DEFGRID3
* xyz 0 1
C 0.22 3.37 -1.54
C -1.08 3.06 -0.85
C -2.24 3.89 -0.78
C -3.24 3.51 -0.17
C -3.27 2.30 0.25
C -2.19 1.31 0.43
C -0.92 1.70 -0.10
O -0.12 0.71 -0.38
C 1.12 1.05 0.28
C 1.54 0.16 1.43
C 1.89 -1.39 0.94
H 2.75 -1.20 0.06
H 2.56 -1.72 1.53
C 0.81 -2.07 0.29
N 1.37 -3.28 -0.46
C 1.87 -3.50 -1.50
N 2.36 -4.55 -1.78
C 2.24 -5.28 -0.52
C 1.47 -4.41 0.30
H 1.41 -4.58 1.50
H 2.49 -6.35 -0.55
H 1.72 -2.85 -2.20
H 0.05 -2.34 1.06
H 0.45 -1.51 -0.38
H 0.49 -0.19 1.91
H 2.27 0.60 2.03
H 1.18 2.22 0.78
H 1.77 1.10 -0.39
C -2.33 -0.09 1.11
H -1.72 -0.09 1.92
H -2.26 -0.88 0.27
H -3.43 -0.26 1.23
H -4.33 1.93 0.96
Cl -4.44 4.62 -0.11
H -1.92 4.79 -1.27
H 0.50 2.37 -2.00
H -0.09 4.03 -2.56
H 1.02 3.80 -0.71
*
```

## Properties
relative energy (zero: lowest compared OMol25 entry of this formula, charge and spin)	283.3	kcal per mole
E_tot	-1227.47976	a.u.
structure (SMILES)	Cc1cc(Cl)cc(C)c1OCCCCn1ccnc1

Charges computed using Mulliken, reported in e:
1 C -0.9351
2 C 0.7589
3 C -0.9361
4 C 0.4467
5 C -0.7782
6 C 0.4871
7 C 0.4298
8 O -0.3715
9 C -0.8572
10 C -0.6288
11 C -0.9001
12 H 0.2125
13 H 0.7943
14 C -0.9926
15 N 0.1360
16 C 0.1587
17 N -0.6885
18 C -0.4977
19 C -0.3098
20 H 0.2346
21 H 0.3444
22 H 0.5787
23 H 0.1561
24 H 0.7888
25 H -0.0652
26 H 0.5205
27 H 0.2907
28 H 0.9192
29 C -1.1867
30 H 0.3691
31 H 0.2036
32 H 0.3863
33 H 0.0149
34 Cl -0.2344
35 H 0.4156
36 H 0.1857
37 H 0.3689
38 H 0.1806

ORCA calculation (wB97M-V/def2-TZVPD) on a cluster of 11 separate species, C48H127N9O15 in total in a non-equilibrium geometry.

The geometry in ORCA input format:
```
! RIJCOSX wB97M-V def2-TZVPD def2/J DEFGRID3
* xyz 0 1
C -0.16 1.97 -17.26
C 0.40 2.08 -18.69
O 1.69 2.57 -18.78
H 0.52 1.77 -16.43
H -0.92 1.21 -17.03
H -0.57 2.92 -16.93
H -0.28 2.70 -19.27
H 0.50 1.14 -19.24
H 1.90 2.58 -19.71
C -3.64 10.00 -9.41
C -3.06 10.65 -10.68
O -3.50 12.01 -10.72
H -4.70 10.24 -9.31
H -3.13 10.32 -8.51
H -3.52 8.92 -9.48
H -3.41 10.14 -11.57
H -1.97 10.60 -10.72
H -3.31 12.41 -11.57
C -1.48 2.30 5.02
O -1.11 2.36 3.65
C -0.84 1.07 3.04
C -0.24 1.06 1.65
N -1.22 1.18 0.60
C -1.96 2.49 0.58
C -2.94 2.62 -0.59
O -2.13 3.00 -1.73
C -2.75 3.28 -2.96
H -1.72 3.22 5.56
H -0.74 1.66 5.50
H -2.44 1.80 5.13
H -1.76 0.48 3.02
H -0.25 0.45 3.71
H 0.31 0.13 1.47
H 0.52 1.84 1.56
H -0.87 1.08 -0.34
H -1.29 3.35 0.60
H -2.48 2.55 1.53
H -3.63 3.46 -0.47
H -3.59 1.77 -0.78
H -2.00 3.67 -3.65
H -3.55 4.02 -2.94
H -3.25 2.43 -3.42
C 3.10 14.14 -8.33
O 4.39 13.84 -8.78
C 4.48 12.83 -9.82
C 6.00 12.52 -10.07
N 6.73 13.73 -10.49
C 6.21 14.20 -11.79
C 7.04 15.27 -12.60
O 6.31 15.70 -13.78
C 7.19 16.56 -14.54
H 2.53 13.25 -8.06
H 2.59 14.75 -9.08
H 3.24 14.86 -7.52
H 4.03 13.06 -10.78
H 4.02 11.92 -9.43
H 6.11 11.71 -10.78
H 6.48 12.23 -9.13
H 6.41 14.45 -9.85
H 5.29 14.75 -11.57
H 5.99 13.33 -12.41
H 8.03 14.84 -12.77
H 7.28 16.13 -11.98
H 8.26 16.50 -14.37
H 6.90 17.58 -14.28
H 6.89 16.46 -15.58
C -8.33 12.66 -18.27
O -7.38 11.79 -18.91
C -6.56 12.36 -19.90
C -5.61 11.35 -20.62
N -4.54 11.01 -19.68
C -4.79 9.93 -18.76
C -4.44 8.54 -19.35
O -5.63 8.03 -19.99
C -5.61 6.63 -20.06
H -8.48 12.26 -17.27
H -9.28 12.60 -18.79
H -7.99 13.68 -18.14
H -5.93 13.19 -19.59
H -7.22 12.67 -20.71
H -5.22 11.77 -21.54
H -6.19 10.45 -20.83
H -3.74 10.69 -20.20
H -5.82 9.98 -18.42
H -4.12 10.09 -17.92
H -4.23 7.83 -18.55
H -3.54 8.66 -19.96
H -6.53 6.31 -20.54
H -5.63 6.11 -19.10
H -4.80 6.35 -20.72
C 15.51 -0.31 -14.15
O 14.51 -0.22 -13.19
C 15.04 0.35 -11.98
C 13.87 0.93 -11.12
N 13.31 2.25 -11.50
C 12.66 2.23 -12.81
C 11.38 1.31 -12.91
O 10.34 1.53 -12.02
C 9.72 2.76 -12.24
H 16.45 -0.64 -13.71
H 15.66 0.69 -14.54
H 15.18 -0.94 -14.97
H 15.53 1.27 -12.28
H 15.64 -0.38 -11.44
H 14.21 1.08 -10.09
H 13.08 0.21 -10.95
H 12.58 2.45 -10.84
H 13.46 1.93 -13.48
H 12.26 3.22 -13.00
H 11.75 0.33 -12.61
H 11.08 1.20 -13.95
H 10.40 3.58 -12.02
H 8.96 2.87 -11.47
H 9.26 2.91 -13.22
C -3.23 17.82 -14.40
C -2.61 17.09 -15.63
C -1.09 17.27 -15.77
O -0.82 18.61 -15.98
C 0.60 18.76 -15.93
N -3.07 15.71 -15.52
H -2.99 18.88 -14.28
H -2.89 17.53 -13.40
H -4.31 17.64 -14.31
H -3.09 17.52 -16.51
H -0.80 16.70 -16.66
H -0.66 16.90 -14.85
H 1.05 18.24 -16.78
H 1.02 18.38 -15.00
H 0.74 19.81 -16.16
H -4.08 15.67 -15.48
H -2.92 15.16 -16.36
C 2.40 10.28 -16.13
C 3.05 8.87 -16.22
C 2.44 7.74 -15.34
O 2.65 7.97 -13.97
C 1.89 7.24 -13.05
N 3.04 8.52 -17.62
H 2.05 10.51 -15.12
H 1.45 10.33 -16.66
H 3.07 11.07 -16.46
H 4.09 9.01 -15.91
H 2.86 6.76 -15.56
H 1.37 7.76 -15.50
H 0.80 7.34 -13.12
H 2.09 7.49 -12.01
H 1.97 6.16 -13.17
H 3.27 7.54 -17.67
H 3.80 8.94 -18.13
C 8.61 6.16 -19.43
C 9.98 6.94 -19.67
C 9.90 8.45 -19.39
O 8.82 9.11 -20.06
C 9.01 10.54 -20.22
N 11.09 6.33 -18.85
H 8.72 5.08 -19.50
H 7.91 6.38 -20.24
H 8.12 6.40 -18.49
H 10.35 6.85 -20.69
H 10.87 8.93 -19.55
H 9.66 8.63 -18.34
H 8.09 11.08 -20.43
H 9.78 10.74 -20.96
H 9.33 11.06 -19.32
H 11.24 5.36 -19.08
H 11.96 6.82 -19.03
C 3.04 13.52 -23.85
C 1.91 13.92 -22.95
C 0.96 14.95 -23.45
O 1.65 16.21 -23.75
C 2.27 17.03 -22.75
N 1.24 12.73 -22.53
H 3.36 12.51 -23.61
H 3.87 14.22 -23.73
H 2.72 13.52 -24.90
H 2.34 14.38 -22.06
H 0.20 15.27 -22.74
H 0.47 14.59 -24.35
H 2.76 17.83 -23.31
H 3.05 16.47 -22.24
H 1.53 17.36 -22.02
H 1.27 11.98 -23.21
H 1.94 12.44 -21.86
C 1.35 3.84 -25.15
C 2.45 4.89 -24.72
C 3.87 4.36 -24.92
O 4.15 3.29 -24.04
C 5.15 2.45 -24.54
N 2.33 5.98 -25.65
H 1.37 2.87 -24.65
H 1.52 3.53 -26.18
H 0.29 4.08 -25.09
H 2.25 5.15 -23.68
H 4.60 5.16 -24.82
H 4.02 3.99 -25.93
H 6.14 2.89 -24.52
H 4.94 1.95 -25.49
H 5.18 1.67 -23.79
H 1.35 6.19 -25.82
H 2.64 5.70 -26.57
*
```

## Properties
relative energy (zero: lowest compared OMol25 entry of this formula, charge and spin)	152.8	kcal per mole
E_tot	-3525.87959	a.u.
structure (SMILES)	COC[C@H](C)N.COC[C@H](C)N.COC[C@H](C)N.COC[C@H](C)N.COC[C@H](C)N.COCCNCCOC.COCCNCCOC.COCCNCCOC.COCCNCCOC.CCO.CCO

Atom charges from the Mulliken analysis, given in e for atoms 1 to 99:
1 C -1.0503
2 C -0.1504
3 O -0.5216
4 H 0.3279
5 H 0.3229
6 H 0.2655
7 H 0.2331
8 H 0.2702
9 H 0.3024
10 C -1.0081
11 C -0.1621
12 O -0.5312
13 H 0.2868
14 H 0.2706
15 H 0.3295
16 H 0.2627
17 H 0.2579
18 H 0.2921
19 C -0.7443
20 O -0.3235
21 C -0.7392
22 C -0.6859
23 N -0.4309
24 C -0.4664
25 C -0.6971
26 O -0.2722
27 C -0.7734
28 H 0.2623
29 H 0.2937
30 H 0.3116
31 H 0.3796
32 H 0.5722
33 H 0.4224
34 H 0.3479
35 H 0.2557
36 H 0.3038
37 H 0.3726
38 H 0.3884
39 H 0.3676
40 H 0.2498
41 H 0.2969
42 H 0.3084
43 C -0.7408
44 O -0.3424
45 C -0.4304
46 C -0.7463
47 N -0.4327
48 C -0.4772
49 C -0.6598
50 O -0.3100
51 C -0.7313
52 H 0.2903
53 H 0.2961
54 H 0.2479
55 H 0.3207
56 H 0.4944
57 H 0.3784
58 H 0.3613
59 H 0.3367
60 H 0.2680
61 H 0.3642
62 H 0.3566
63 H 0.3105
64 H 0.3256
65 H 0.2748
66 H 0.2453
67 C -0.7606
68 O -0.2732
69 C -0.5911
70 C -0.4738
71 N -0.3442
72 C -0.7918
73 C -0.5003
74 O -0.2544
75 C -0.8318
76 H 0.2443
77 H 0.2728
78 H 0.3187
79 H 0.3352
80 H 0.3741
81 H 0.4515
82 H 0.2615
83 H 0.2117
84 H 0.2623
85 H 0.4280
86 H 0.4163
87 H 0.3468
88 H 0.2498
89 H 0.3226
90 H 0.3255
91 C -0.7714
92 O -0.2736
93 C -0.6364
94 C -0.8021
95 N -0.4347
96 C -0.6843
97 C -0.4928
98 O -0.3669
99 C -0.7373

Results for E_HOMO: -7.763, -8.628, -8.443 (in eV, following the order of the records).